Molecular formula: C27H27AsN2O4PtSe
Method: DFT, ωB97M-V/def2-TZVPD

HOMO energy = -0.060 Ha
HOMO-LUMO gap = 6.17 eV
Spin multiplicity = 1
Net charge = -2

Positions of all 63 atoms, in Å:
Pt -1.58 -1.87 -0.05
O -5.14 -2.48 -1.86
C -4.21 -2.01 -1.23
O -3.51 -2.65 -0.34
C -3.75 -0.57 -1.43
O -4.45 0.27 -1.96
O -2.56 -0.32 -0.93
C 1.00 -0.26 5.83
C 1.07 -0.11 4.33
C 2.18 -0.52 3.60
C 2.21 -0.42 2.22
C 3.45 -0.93 1.51
C 1.10 0.10 1.52
As 1.31 0.06 -0.44
N 0.24 -1.40 -0.82
C 0.75 -2.34 -1.71
C 2.04 -2.24 -2.30
C 2.53 -3.19 -3.18
C 1.78 -4.29 -3.55
C 0.51 -4.42 -2.99
C 0.00 -3.48 -2.10
C 0.32 1.65 -1.04
C 0.50 2.88 -0.38
C 1.47 3.06 0.77
C -0.23 4.00 -0.79
C -1.11 3.94 -1.86
C -1.95 5.12 -2.26
C -1.17 2.75 -2.58
C -0.45 1.62 -2.22
C -0.50 0.42 -3.13
C -0.04 0.49 2.25
C -1.32 1.03 1.66
C -0.01 0.40 3.63
H 1.93 -0.68 6.22
H 0.17 -0.92 6.10
H 0.83 0.71 6.32
H 3.03 -0.94 4.12
H 4.17 -1.29 2.24
H 3.92 -0.16 0.90
H 3.21 -1.76 0.84
H 2.66 -1.39 -2.05
H 3.52 -3.05 -3.60
H 2.16 -5.03 -4.24
H -0.12 -5.26 -3.26
H -0.99 -3.60 -1.71
H 2.34 2.42 0.67
H 1.02 2.83 1.73
H 1.81 4.10 0.80
H -0.10 4.93 -0.25
H -1.81 5.95 -1.56
H -3.01 4.85 -2.26
H -1.70 5.47 -3.26
H -1.82 2.70 -3.46
H -0.89 0.71 -4.11
H -1.15 -0.35 -2.72
H 0.49 -0.02 -3.27
H -1.40 0.94 0.58
H -1.43 2.10 1.91
H -2.17 0.50 2.10
H -0.90 0.70 4.18
Se -0.92 -3.57 1.55
C -1.50 -2.80 3.13
N -1.81 -2.41 4.18

Molecular formula: C27H27BN2O2PdS4Sb
Method: DFT, ωB97M-V/def2-TZVPD

HOMO energy (alpha / beta) = -0.381 / -0.381 Ha
HOMO-LUMO gap (alpha / beta) = 6.01 / 6.01 eV
Spin multiplicity = 1
Net charge = +1

Positions of all 65 atoms, in Å:
Pd 1.48 0.94 -0.49
N 1.84 -1.41 -0.87
C 2.76 -1.79 0.21
C 3.93 -0.84 0.18
N 3.44 0.54 0.46
H 0.98 -1.94 -0.82
H 2.25 -1.58 -1.78
H 3.10 -2.83 0.12
H 2.23 -1.69 1.16
H 4.39 -0.84 -0.81
H 4.69 -1.15 0.90
H 4.15 1.22 0.21
H 3.26 0.64 1.46
S -1.88 3.40 -2.48
C -0.53 2.75 -1.88
S 0.49 3.62 -0.74
S -0.01 1.09 -2.14
O 3.30 3.66 -0.48
B 2.24 3.13 -1.19
O 2.68 2.40 -2.31
C 4.06 2.52 -2.27
C 4.99 1.99 -3.14
C 6.32 2.27 -2.87
C 6.69 3.05 -1.77
C 5.74 3.57 -0.89
C 4.43 3.28 -1.18
H 4.69 1.41 -4.01
H 7.09 1.89 -3.52
H 7.74 3.27 -1.60
H 6.02 4.17 -0.04
S 0.36 0.76 1.58
Sb -1.56 -0.29 0.37
C -1.49 -1.97 1.68
C -1.25 -1.77 3.04
C -1.29 -2.85 3.91
C -1.55 -4.12 3.44
C -1.78 -4.33 2.09
C -1.75 -3.26 1.21
C -2.93 0.87 1.47
C -2.87 2.26 1.39
C -3.79 3.04 2.08
C -4.77 2.43 2.85
C -4.82 1.05 2.95
C -3.91 0.27 2.26
C -2.71 -1.18 -1.20
C -3.88 -1.76 -0.71
C -4.72 -2.42 -1.59
C -4.40 -2.50 -2.94
C -3.24 -1.91 -3.41
C -2.39 -1.25 -2.54
H -1.04 -0.78 3.42
H -1.11 -2.68 4.97
H -1.58 -4.96 4.13
H -1.99 -5.33 1.72
H -1.94 -3.43 0.16
H -2.10 2.74 0.81
H -3.74 4.12 2.01
H -5.49 3.04 3.39
H -5.58 0.58 3.57
H -3.95 -0.81 2.37
H -4.15 -1.69 0.33
H -5.63 -2.86 -1.22
H -5.06 -3.02 -3.62
H -2.99 -1.96 -4.46
H -1.49 -0.78 -2.93

Molecular formula: C27H27BrGaN7P
Method: DFT, ωB97M-V/def2-TZVPD

HOMO energy = -0.581 Ha
HOMO-LUMO gap = 6.22 eV
Spin multiplicity = 1
Net charge = +3

Positions of all 64 atoms, in Å:
Ga -0.04 0.38 0.45
N -9.86 2.28 -0.97
C -8.74 2.07 -0.82
C -7.34 1.80 -0.62
C -6.46 2.85 -0.38
C -5.12 2.59 -0.17
C -4.64 1.28 -0.23
C -5.52 0.23 -0.49
C -6.87 0.49 -0.67
C -3.21 1.00 -0.01
C -2.66 1.35 1.23
C -3.32 1.89 2.34
C -2.39 2.05 3.36
C -1.18 1.60 2.86
N -1.31 1.16 1.58
C -2.48 0.41 -1.06
C -2.96 0.08 -2.32
C -1.92 -0.48 -3.06
C -0.81 -0.48 -2.24
N -1.11 0.06 -1.02
H -6.83 3.87 -0.36
H -4.43 3.41 0.01
H -5.16 -0.79 -0.52
H -7.56 -0.32 -0.84
H -4.38 2.12 2.39
H -2.57 2.44 4.35
H -0.24 1.57 3.38
H -3.97 0.25 -2.67
H -1.96 -0.84 -4.08
H 0.18 -0.80 -2.47
C 3.87 -3.73 -1.65
N 4.03 -3.16 -0.22
C 5.14 -2.10 -0.24
N 4.85 -1.10 -1.21
C 4.70 -1.69 -2.54
N 3.61 -2.67 -2.56
C 2.30 -2.07 -2.43
P 2.13 -1.19 -0.79
C 2.73 -2.59 0.28
C 3.73 -0.23 -0.85
H 3.07 -4.46 -1.63
H 4.82 -4.22 -1.89
H 4.31 -3.93 0.40
H 6.06 -2.62 -0.49
H 5.21 -1.68 0.76
H 5.63 -2.18 -2.82
H 4.50 -0.90 -3.27
H 1.52 -2.83 -2.52
H 2.14 -1.35 -3.23
H 1.98 -3.39 0.28
H 2.87 -2.26 1.31
H 3.92 0.24 0.12
H 3.64 0.56 -1.59
Br 4.45 2.49 4.72
C 3.27 1.84 3.46
C 2.68 0.59 3.63
C 1.80 0.14 2.67
N 1.51 0.86 1.57
C 2.07 2.08 1.41
C 2.96 2.60 2.33
H 2.88 -0.01 4.51
H 1.30 -0.81 2.79
H 1.80 2.65 0.53
H 3.38 3.58 2.18

Molecular formula: C27H27Cl3CoGeN6O3PS
Method: DFT, ωB97M-V/def2-TZVPD

HOMO energy (alpha / beta) = -0.215 / -0.274 Ha
HOMO-LUMO gap (alpha / beta) = 6.00 / 7.58 eV
Spin multiplicity = 3

Positions of all 70 atoms, in Å:
Co 0.64 0.67 -0.38
C 2.90 -4.01 0.85
N 2.92 -2.58 0.72
C 3.53 -1.70 1.56
C 3.15 -0.45 1.17
N 2.29 -0.55 0.12
C 2.16 -1.84 -0.13
P 1.15 -2.52 -1.48
C 1.33 -1.04 -2.57
N 0.98 0.20 -2.26
C 1.21 0.96 -3.36
C 1.70 0.17 -4.36
N 1.77 -1.09 -3.85
C 2.27 -2.26 -4.53
C -0.45 -2.00 -0.80
N -0.72 -0.76 -0.40
C -2.01 -0.76 0.01
C -2.52 -2.01 -0.13
N -1.54 -2.79 -0.66
C -1.58 -4.21 -0.81
H 3.88 -4.37 1.17
H 2.64 -4.45 -0.11
H 2.13 -4.29 1.57
H 4.18 -2.02 2.35
H 3.44 0.51 1.56
H 1.04 2.02 -3.35
H 1.98 0.41 -5.36
H 2.24 -2.10 -5.60
H 1.64 -3.12 -4.28
H 3.29 -2.47 -4.22
H -2.49 0.12 0.41
H -3.49 -2.40 0.12
H -2.61 -4.54 -0.93
H -1.17 -4.67 0.10
H -0.98 -4.53 -1.66
C -4.85 5.65 0.10
C -3.45 5.12 0.06
C -3.13 3.91 0.66
C -1.83 3.43 0.69
C -0.84 4.19 0.10
C -1.14 5.38 -0.54
C -2.44 5.84 -0.57
S 0.89 3.74 0.20
O 1.67 4.90 -0.10
O 1.13 3.37 1.69
O 1.16 2.60 -0.67
H -5.48 5.04 0.73
H -5.27 5.67 -0.90
H -4.86 6.67 0.49
H -3.91 3.32 1.12
H -1.61 2.50 1.18
H -0.33 5.93 -0.99
H -2.67 6.76 -1.08
C 0.44 1.03 1.46
C 0.78 2.06 2.20
C 0.80 2.11 3.68
C 1.88 1.58 4.39
C 1.90 1.65 5.77
C 0.84 2.24 6.45
C -0.22 2.78 5.75
C -0.24 2.73 4.37
H 2.69 1.12 3.85
H 2.73 1.25 6.32
H 0.84 2.28 7.53
H -1.05 3.24 6.28
H -1.07 3.15 3.81
Cl -0.09 -3.01 2.02
Ge 0.08 -0.82 3.06
Cl 0.24 -1.67 5.24
Cl -2.12 -0.26 3.18

Molecular formula: C27H27CoN9SSe
Method: DFT, ωB97M-V/def2-TZVPD

HOMO energy (alpha / beta) = -0.592 / -0.592 Ha
HOMO-LUMO gap (alpha / beta) = 7.82 / 4.75 eV
Spin multiplicity = 5
Net charge = +3

Positions of all 66 atoms, in Å:
Co 0.44 1.48 -0.32
N 2.73 3.62 -0.92
C 3.21 2.34 -0.81
C 4.61 2.18 -0.85
C 5.15 0.92 -0.75
C 4.30 -0.18 -0.60
C 2.96 0.04 -0.56
N 2.40 1.28 -0.66
C 1.47 4.19 -0.96
C 1.41 5.58 -1.11
C 0.18 6.19 -1.20
C -0.98 5.41 -1.14
C -0.84 4.06 -0.98
N 0.36 3.43 -0.88
H 3.47 4.30 -1.02
H 5.24 3.05 -0.97
H 6.22 0.79 -0.78
H 4.69 -1.18 -0.51
H 2.26 -0.77 -0.43
H 2.32 6.15 -1.17
H 0.12 7.26 -1.31
H -1.96 5.85 -1.21
H -1.71 3.42 -0.93
Se -5.44 0.70 4.39
N -5.28 0.64 2.63
C -4.01 0.78 2.34
C -3.49 0.77 0.99
C -4.29 0.61 -0.14
C -3.71 0.62 -1.40
C -2.34 0.80 -1.50
N -1.55 0.96 -0.43
C -2.12 0.94 0.81
C -1.22 1.11 1.95
N 0.10 1.26 1.68
C 0.96 1.34 2.69
C 0.56 1.32 4.02
C -0.78 1.19 4.31
C -1.70 1.08 3.26
C -3.13 0.92 3.47
N -3.70 0.91 4.65
H -5.36 0.49 -0.02
H -4.30 0.51 -2.29
H -1.85 0.84 -2.46
H 2.01 1.45 2.42
H 1.30 1.40 4.80
H -1.14 1.18 5.33
C -0.53 -3.68 1.26
N -0.37 -4.37 -0.03
C -1.01 -5.69 -0.08
C 0.07 -3.76 -1.13
S -0.26 -2.04 -1.25
N 0.67 -4.39 -2.12
C 1.29 -5.71 -1.95
C 0.83 -3.81 -3.46
H -0.25 -4.39 2.05
H -1.56 -3.38 1.41
H 0.13 -2.82 1.32
H -2.02 -5.59 0.32
H -0.47 -6.41 0.53
H -1.08 -6.05 -1.10
H 1.44 -5.93 -0.90
H 2.25 -5.69 -2.45
H 0.68 -6.49 -2.41
H 0.18 -2.96 -3.59
H 0.56 -4.57 -4.19
H 1.87 -3.52 -3.61

Molecular formula: C27H27F9NO3P2ScSe2
Method: DFT, ωB97M-V/def2-TZVPD

HOMO energy = -0.307 Ha
HOMO-LUMO gap = 8.46 eV
Spin multiplicity = 1

Positions of all 72 atoms, in Å:
Sc -0.45 1.19 -0.22
Se -1.49 -0.28 1.96
P -1.77 -1.61 0.27
Se -0.82 -0.99 -1.60
C -1.13 -3.29 0.65
C -0.78 -4.13 -0.39
C -0.28 -5.39 -0.11
C -0.14 -5.80 1.20
C -0.51 -4.96 2.24
C -1.00 -3.70 1.97
C -3.56 -1.90 0.11
C -4.25 -1.57 -1.05
C -5.59 -1.89 -1.15
C -6.24 -2.53 -0.11
C -5.55 -2.83 1.06
C -4.21 -2.51 1.18
H -0.89 -3.79 -1.42
H 0.02 -6.04 -0.92
H 0.26 -6.78 1.41
H -0.40 -5.29 3.27
H -1.27 -3.02 2.77
H -3.73 -1.07 -1.86
H -6.13 -1.64 -2.05
H -7.28 -2.79 -0.19
H -6.05 -3.33 1.88
H -3.66 -2.71 2.09
N -0.43 2.96 1.45
C -1.78 3.33 1.93
C -2.63 3.89 0.80
C -2.93 2.87 -0.33
O -3.81 3.10 -1.13
O -2.18 1.82 -0.36
H 0.09 2.59 2.24
H 0.04 3.82 1.15
H -1.71 4.08 2.74
H -2.25 2.44 2.35
H -2.13 4.75 0.34
H -3.59 4.24 1.19
C 2.19 0.95 2.89
P 1.84 0.30 1.19
C 1.89 -1.50 1.61
C 3.47 0.43 0.38
C 4.42 1.37 0.74
C 5.64 1.42 0.07
C 5.90 0.54 -0.97
C 4.94 -0.38 -1.35
C 3.73 -0.43 -0.69
H 2.33 2.03 2.87
H 3.09 0.47 3.28
H 1.34 0.71 3.53
H 2.87 -1.76 2.00
H 1.68 -2.09 0.72
H 1.12 -1.70 2.35
H 4.23 2.08 1.53
H 6.37 2.15 0.35
H 6.84 0.58 -1.49
H 5.12 -1.04 -2.18
H 2.97 -1.13 -1.01
F 2.89 0.75 -3.22
C 1.75 1.36 -3.54
F 0.85 0.40 -3.75
F 1.96 1.98 -4.71
C 1.27 2.33 -2.43
O 1.08 1.69 -1.27
C 2.30 3.46 -2.23
F 3.54 3.00 -2.09
F 2.32 4.35 -3.23
F 2.01 4.13 -1.11
C -0.09 2.94 -2.84
F -1.02 1.98 -2.90
F -0.49 3.77 -1.85
F -0.12 3.61 -3.98

Molecular formula: C27H27IrN7OS
Method: DFT, ωB97M-V/def2-TZVPD

HOMO energy (alpha / beta) = -0.502 / -0.508 Ha
HOMO-LUMO gap (alpha / beta) = 7.68 / 5.74 eV
Spin multiplicity = 2
Net charge = +2

Positions of all 64 atoms, in Å:
Ir 0.08 -0.43 -0.24
C 0.00 1.43 2.14
C -0.69 0.25 2.83
C 0.04 -1.06 2.72
C 0.24 -1.85 3.84
C 1.04 -2.97 3.76
C 1.67 -3.27 2.56
C 1.41 -2.46 1.48
N 0.59 -1.40 1.53
N -0.30 1.49 0.69
C -1.61 2.25 0.47
C -2.81 1.94 1.31
C -3.18 2.78 2.35
C -4.33 2.49 3.06
C -5.07 1.37 2.72
C -4.62 0.59 1.66
N -3.52 0.87 0.97
C 0.68 2.30 -0.07
C 0.40 2.08 -1.54
C 0.60 3.04 -2.51
C 0.33 2.73 -3.84
C -0.15 1.47 -4.16
C -0.34 0.55 -3.14
N -0.07 0.85 -1.86
H 1.08 1.38 2.26
H -0.34 2.36 2.61
H -1.71 0.14 2.47
H -0.77 0.49 3.89
H -0.21 -1.55 4.78
H 1.19 -3.60 4.64
H 2.34 -4.11 2.46
H 1.88 -2.65 0.52
H -1.87 2.15 -0.58
H -1.34 3.29 0.66
H -2.60 3.66 2.58
H -4.66 3.13 3.87
H -5.98 1.10 3.24
H -5.17 -0.30 1.35
H 1.68 1.95 0.15
H 0.61 3.36 0.19
H 0.95 4.02 -2.23
H 0.49 3.47 -4.61
H -0.38 1.19 -5.18
H -0.74 -0.43 -3.33
N -2.44 -3.88 -0.68
C -1.60 -2.86 -0.71
S -2.07 -1.33 -0.08
N -0.43 -3.11 -1.34
N 0.43 -2.11 -1.30
C 1.49 -2.30 -2.11
C 2.60 -1.47 -2.22
C 3.56 -1.82 -3.23
C 4.70 -1.11 -3.39
C 4.96 0.00 -2.53
C 4.09 0.36 -1.54
C 2.88 -0.35 -1.35
O 2.12 -0.01 -0.37
H -3.34 -3.80 -0.24
H -2.18 -4.75 -1.12
H 1.43 -3.20 -2.71
H 3.35 -2.68 -3.86
H 5.41 -1.37 -4.15
H 5.87 0.56 -2.67
H 4.31 1.19 -0.88

no.,E (hartree)
1,-6212.1824
2,-3290.6303
3,-6267.5609
4,-7179.2050
5,-5719.4440
6,-8470.9464
7,-2005.7068